DFT (ωB97M-V/def2-TZVPD) results for a structure of composition C45H53BHgN11S6 in a non-equilibrium geometry.

Each line ends with the Löwdin charge.
CARTESIAN COORDINATES (ANGSTROEM)
Hg 1.217 0.354 -1.582  0.745
S 2.923 1.252 0.121  0.803
S 0.460 -2.264 -0.555  0.732
S -1.409 -0.826 -5.861  0.949
S -0.885 1.889 -2.064  0.717
S 0.927 -0.073 -4.143  0.469
S -3.406 -2.902 -6.620  0.580
N -1.139 -0.357 0.203  -0.012
N -0.145 1.934 0.468  -0.008
N 2.649 2.383 -2.444  0.007
N 0.503 -0.827 2.346  0.179
N 3.700 -0.335 -2.050  -0.012
N 0.150 2.474 1.652  0.191
N 4.307 1.254 -3.701  0.133
N -0.521 -2.350 -4.014  -0.004
N -1.530 -3.038 -4.642  -0.139
N 1.039 -0.043 1.412  -0.031
N -2.296 0.268 0.453  0.180
C -0.636 2.648 -0.577  -0.672
C -0.381 3.286 4.285  -0.043
C -4.677 0.371 0.770  -0.548
C -0.531 -5.008 -3.693  -0.038
C -1.657 -4.405 -4.259  -0.202
C -5.284 -0.219 2.050  -0.039
C -2.191 -3.883 -0.460  -0.050
C -0.113 5.651 3.525  -0.060
C 1.838 4.070 3.434  -0.034
C -0.309 -1.192 -4.517  -1.118
C 4.780 -2.475 -2.032  -0.062
C 1.976 3.515 -2.217  -0.172
C -0.053 3.739 1.871  -0.200
C -0.885 4.037 -0.364  -0.265
C 2.136 4.669 -2.952  -0.060
C -0.586 -6.322 -3.264  -0.087
C 1.294 -2.478 5.565  -0.061
C 0.458 -2.119 4.338  -0.542
C -0.811 -1.377 4.785  -0.042
C 0.064 -3.393 3.576  -0.035
C -3.423 -1.792 0.163  0.068
C 4.570 0.362 2.575  -0.063
C -2.826 -5.142 -4.418  -0.052
C 3.550 2.376 -3.419  -0.303
C -5.666 0.234 -0.395  -0.037
C -0.590 4.571 0.858  0.072
C -1.055 -1.661 -0.140  -0.633
C -1.753 -7.057 -3.412  -0.100
C 5.274 -0.908 -3.752  -0.011
C -3.409 -0.398 0.438  -0.208
C 5.461 -2.153 -3.203  -0.063
C 3.141 -0.062 2.522  -0.248
C 0.317 4.206 3.272  -0.542
C 3.790 3.511 -4.213  -0.010
C 3.065 4.656 -3.987  -0.060
C -2.164 -2.392 -5.667  -1.100
C 3.907 -1.542 -1.517  -0.168
C 1.211 -1.224 3.361  -0.203
C 2.566 -0.832 3.494  0.071
C 4.393 -0.004 -3.134  -0.316
C -1.433 4.859 -1.481  -0.057
C -4.347 1.849 0.991  -0.055
C -2.255 -2.430 -0.137  -0.236
C 2.338 0.343 1.415  -0.610
C -2.858 -6.466 -4.001  -0.085
B 0.079 0.465 0.389  -0.843
H 2.150 3.053 3.196  0.070
H -1.392 -1.076 3.914  0.072
H 1.604 -1.581 6.104  0.086
H 0.373 -4.428 -3.594  0.103
H -1.715 -4.022 -1.430  0.057
H -3.884 2.271 0.099  0.077
H -1.184 5.769 3.354  0.088
H 6.121 -2.871 -3.670  0.109
H -1.801 -8.081 -3.065  0.098
H -1.465 3.363 4.183  0.088
H 1.543 5.545 -2.733  0.099
H -0.573 -4.024 4.197  0.087
H -1.423 -2.024 5.413  0.085
H 5.786 -0.617 -4.661  0.110
H -6.184 0.335 2.321  0.087
H -0.550 -0.481 5.352  0.083
H 2.182 -3.048 5.289  0.085
H -4.354 -2.342 0.188  0.122
H 4.915 -3.430 -1.547  0.102
H 3.222 5.534 -4.598  0.110
H -3.185 -4.326 -0.474  0.087
H -0.759 5.624 1.037  0.116
H -2.380 4.440 -1.822  0.082
H 4.876 1.359 -4.523  0.132
H 3.155 -1.149 4.343  0.115
H 5.097 -0.014 1.697  0.080
H 2.366 4.753 2.766  0.090
H -6.566 0.812 -0.179  0.087
H 2.123 4.295 4.463  0.087
H -5.223 0.608 -1.318  0.094
H -3.644 1.962 1.816  0.078
H 4.537 3.466 -4.995  0.111
H 3.323 -1.766 -0.631  0.072
H -3.766 -7.036 -4.148  0.102
H -1.585 5.891 -1.169  0.085
H 0.698 -3.091 6.240  0.087
H 0.950 -3.961 3.289  0.091
H 0.099 5.918 4.559  0.088
H -5.953 -0.806 -0.552  0.079
H 5.056 -0.007 3.478  0.082
H -4.575 -0.151 2.876  0.087
H -5.554 -1.267 1.916  0.078
H -0.477 -3.125 2.669  0.066
H 1.274 3.479 -1.394  0.063
H -3.697 -4.705 -4.871  0.040
H -0.749 4.829 -2.330  0.065
H -0.093 2.251 4.110  0.068
H -5.257 2.406 1.218  0.086
H -0.106 3.565 5.303  0.085
H -1.570 -4.400 0.274  0.083
H 4.637 1.450 2.543  0.077
H 0.295 -6.771 -2.824  0.102
H 0.427 6.344 2.878  0.084

Computed properties:
- net charge = 0
- E_HOMO (alpha / beta) (eV) = -6.2290 / -6.8360
- spin multiplicity = 2

---

DFT (ωB97M-V/def2-TZVPD) results for a cluster of 6 separate species, C45H53FN4O3PS in total in a non-equilibrium geometry.

Each line ends with the Löwdin charge.
CARTESIAN COORDINATES (ANGSTROEM)
S -0.934 -4.219 -5.547  0.367
P -2.109 -2.951 -4.735  0.136
F -4.664 -0.948 -4.233  0.038
O -2.121 -1.609 -5.590  -0.161
O -2.522 -2.294 2.490  0.117
O -1.638 -2.638 -3.253  -0.199
N -5.840 -3.874 -3.573  0.132
N -3.739 -3.604 -4.657  0.097
N -1.753 -3.863 0.949  0.101
N -4.351 -2.555 -2.537  0.053
C 5.408 1.748 2.838  -0.089
C -0.727 -1.905 -0.232  -0.048
C -2.040 4.058 4.106  -0.092
C 6.278 2.258 3.791  -0.087
C 5.829 3.644 1.427  -0.096
C 3.337 -2.017 2.107  -0.075
C 3.641 2.474 -2.158  -0.091
C -2.746 -2.980 1.515  -0.418
C 0.312 -1.363 -0.991  -0.085
C 3.062 -1.424 4.423  -0.090
C -0.737 3.133 -0.494  -0.097
C -2.630 3.556 5.259  -0.097
C -0.342 2.359 4.237  -0.093
C 6.691 4.163 2.383  -0.091
C 1.315 -3.551 -1.009  -0.087
C -4.638 -0.099 -2.023  -0.144
C 1.960 -2.193 1.998  -0.081
C 5.226 1.959 -3.893  -0.093
C 1.693 -1.610 4.316  -0.091
C -3.120 0.109 -1.836  -0.074
C 3.070 2.860 -4.462  -0.095
C -0.742 -3.223 0.143  -0.266
C -0.897 3.457 3.594  -0.095
C -5.118 -3.212 -1.477  -0.249
C 0.282 -4.054 -0.276  -0.042
C -2.073 2.460 5.904  -0.096
C 6.918 3.468 3.564  -0.090
C -0.356 4.315 -1.116  -0.098
C 1.735 4.257 0.062  -0.098
C -4.579 -3.377 -3.681  -0.323
C -4.987 -1.262 -2.928  -0.316
C -0.928 1.863 5.394  -0.095
C 4.888 2.001 -2.547  -0.090
C 1.336 -2.207 -1.346  -0.108
C 1.142 -1.998 3.103  -0.077
C 1.350 3.082 0.692  -0.106
C 5.189 2.432 1.654  -0.102
C -4.152 -2.970 0.899  -0.064
C 4.315 2.385 -4.851  -0.096
C 0.112 2.512 0.415  -0.109
C 3.886 -1.637 3.325  -0.111
C 0.882 4.875 -0.840  -0.098
C -4.336 -3.893 -0.330  -0.117
C -5.847 -4.409 -2.202  -0.069
C 2.733 2.907 -3.115  -0.088
H 4.897 0.811 3.002  0.072
H -4.939 -4.753 -0.026  0.121
H -6.789 -4.714 -1.755  0.142
H 1.525 -2.485 1.057  0.044
H -0.189 1.592 0.902  0.100
H 2.187 -1.845 -1.916  0.118
H 4.956 -1.497 3.421  0.101
H -3.523 4.021 5.656  0.100
H 0.071 -2.143 3.018  0.083
H 7.187 5.109 2.208  0.102
H 4.577 2.347 -5.901  0.102
H 0.330 -0.319 -1.283  0.113
H -2.940 0.328 -0.779  0.072
H -5.115 -5.223 -2.112  0.129
H -6.175 -4.493 -4.305  0.163
H -0.730 -2.285 -3.249  0.087
H -5.893 -2.549 -1.079  0.153
H -1.703 2.700 -0.724  0.082
H 3.976 -2.175 1.247  0.104
H -4.453 -1.933 0.727  0.116
H -2.414 -0.850 -5.055  0.084
H -5.165 -0.179 -1.068  0.115
H 2.361 3.194 -5.209  0.099
H -0.491 1.010 5.899  0.094
H -2.470 4.916 3.606  0.101
H -5.036 0.795 -2.515  0.128
H 5.597 1.666 -1.800  0.100
H 0.235 -5.103 0.001  0.130
H 3.377 2.504 -1.110  0.065
H 1.055 -1.450 5.175  0.100
H -1.532 -1.237 0.061  0.100
H 1.764 3.282 -2.811  0.083
H 6.199 1.594 -4.196  0.102
H -2.804 0.999 -2.386  0.079
H -2.540 -0.769 -2.118  0.037
H 2.021 2.611 1.401  0.100
H 5.659 4.182 0.502  0.098
H 0.548 1.889 3.837  0.095
H -6.078 -1.399 -2.881  0.158
H 7.594 3.871 4.308  0.103
H -4.086 -4.188 -5.412  0.153
H -1.023 4.797 -1.819  0.103
H -0.438 3.846 2.695  0.083
H -3.389 -4.254 -0.743  0.119
H 2.703 4.693 0.278  0.108
H 2.108 -4.225 -1.313  0.122
H -2.532 2.070 6.804  0.101
H 4.514 2.021 0.911  0.081
H 6.453 1.715 4.712  0.102
H 3.492 -1.115 5.368  0.105
H -4.814 -3.344 1.688  0.132
H -1.233 -4.221 1.750  0.142
H 1.183 5.793 -1.328  0.111

Computed properties:
- net charge = +1
- E_HOMO (eV) = -10.5855
- spin multiplicity = 1

---

DFT (ωB97M-V/def2-TZVPD) results for a structure of composition C45H53O2PSSn.

Each line ends with the Löwdin charge.
CARTESIAN COORDINATES (ANGSTROEM)
Sn 0.089 1.115 0.454  1.209
S -0.307 3.537 -0.360  0.517
P -0.802 -1.836 -2.030  1.136
O 3.650 2.493 -1.626  -0.001
O 1.900 1.270 -0.970  -0.273
C -2.950 1.590 -2.666  -0.073
C 3.073 -2.694 -2.932  -0.060
C -1.979 -2.203 2.448  -0.056
C 3.291 -0.999 2.663  -0.069
C 3.196 -0.101 4.989  -0.058
C -1.053 -3.894 -4.008  -0.092
C -2.301 0.518 -2.003  -0.342
C 0.516 -0.573 3.288  -0.102
C 1.513 3.098 -2.448  -0.160
C 1.114 3.998 -4.668  -0.120
C 0.817 -1.855 -2.899  -0.331
C 1.408 0.520 3.346  -0.219
C -2.036 -0.989 3.384  -0.559
C -0.153 4.404 -4.269  -0.123
C -0.806 -0.124 3.233  -0.307
C 1.123 -1.060 -3.998  -0.078
C 1.909 3.841 2.647  -0.061
C -2.726 -3.855 -2.269  -0.274
C -2.832 -5.503 -4.039  -0.114
C -2.725 0.524 -4.814  -0.130
C -0.744 1.276 3.256  -0.158
C 3.358 -1.927 -4.049  -0.098
C -3.347 -4.936 -2.881  -0.069
C 3.848 1.342 3.058  -0.058
C -2.199 0.495 -0.568  -0.301
C 0.961 3.163 3.666  -0.521
C 1.933 3.366 -3.749  -0.050
C -3.286 -3.260 -1.006  -0.066
C 2.370 -1.132 -4.601  -0.090
C 1.516 -3.573 -1.176  -0.071
C -3.143 1.598 -4.026  -0.117
C 1.557 3.227 5.086  -0.063
C 2.441 2.251 -1.599  -0.653
C 1.806 -2.696 -2.365  -0.286
C -2.057 -0.526 -4.210  -0.134
C -0.559 4.207 -2.963  -0.155
C 2.901 0.228 3.514  -0.528
C 0.258 3.557 -2.029  -0.606
C -0.305 4.037 3.684  -0.086
C -3.314 -0.202 3.088  -0.058
C 0.614 1.706 3.339  -0.251
C -1.681 -4.980 -4.603  -0.105
C -1.798 -0.531 -2.840  -0.321
C -2.101 -1.497 4.837  -0.063
C -1.559 -3.318 -2.844  -0.306
H 4.356 -1.928 -4.470  0.092
H -1.976 -1.873 1.407  0.050
H 3.707 2.265 3.615  0.053
H 2.517 3.126 2.105  0.049
H 2.941 3.077 -4.019  0.107
H -4.194 -0.839 3.225  0.075
H -2.879 1.189 -0.074  0.031
H 1.594 4.263 5.443  0.070
H 2.565 -0.539 -5.485  0.095
H -3.326 -6.353 -4.496  0.088
H 0.388 -0.364 -4.376  0.095
H -1.731 -1.361 -4.820  0.093
H 4.218 -0.481 5.110  0.071
H -3.405 0.655 3.758  0.075
H -1.271 -5.412 -5.509  0.091
H -0.821 4.886 -4.976  0.086
H -3.291 2.424 -2.062  0.101
H 3.856 -3.292 -2.478  0.101
H -0.804 3.989 2.715  0.064
H -1.606 1.923 3.298  0.085
H 2.570 2.825 5.115  0.046
H -2.842 -2.859 2.611  0.078
H -2.526 -3.255 -0.223  0.054
H -1.226 -2.109 5.064  0.074
H -1.528 4.555 -2.631  0.081
H 3.707 1.538 1.994  0.088
H 2.350 -4.250 -0.985  0.070
H 0.614 -4.169 -1.334  0.063
H -4.254 -5.344 -2.446  0.099
H 2.948 -0.857 1.637  0.084
H 1.463 4.178 -5.679  0.082
H -3.638 2.442 -4.497  0.091
H 4.884 1.020 3.206  0.077
H 2.498 -0.855 5.356  0.076
H 1.353 -2.955 -0.288  0.077
H -2.108 -0.654 5.531  0.080
H 2.867 -1.927 3.048  0.066
H -2.920 0.509 -5.880  0.079
H 4.381 -1.111 2.651  0.072
H -0.153 -3.486 -4.453  0.099
H 2.566 4.562 3.147  0.079
H -0.017 5.077 3.866  0.078
H 0.805 -1.615 3.346  0.094
H -1.069 -2.780 2.622  0.076
H -3.578 -2.220 -1.172  0.078
H -2.272 -0.506 -0.147  -0.028
H -3.004 -2.098 4.999  0.068
H -1.006 3.734 4.464  0.077
H -3.299 0.168 2.061  0.068
H 0.941 2.643 5.773  0.087
H 3.088 0.787 5.616  0.061
H -4.153 -3.820 -0.654  0.073
H 1.326 4.380 1.901  0.037

Computed properties:
- net charge = -2
- ΔE to the lowest compared entry with this formula, charge and spin (kcal per mole) = 23.8
- E_HOMO (eV) = -0.9317
- spin multiplicity = 1